# 1
2 unconnected molecules or ions with the total composition C26H26N3. Source: the OMol25 dataset; level of theory: the ωB97M-V functional and the def2-TZVPD basis.

**Spin multiplicity**: 1
**HOMO energy**: -11.19 eV
**Calculated total energy**: -1170.4203 a.u.
**Lowest unoccupied orbital energy**: -3.577 eV
**Net charge**: +1
**Largest force on an atom**: 2.45 eV Å⁻¹

Atoms and positions in Å:
C  3.3382  1.0197  -1.7624
C  2.8997  -0.3717  -1.6171
N  3.8041  -1.3437  -1.8255
C  3.2478  -2.6028  -1.5706
C  1.9057  -2.4223  -1.1604
C  1.1617  -3.5900  -0.9115
C  1.7635  -4.8452  -1.1780
C  3.1252  -4.9627  -1.5330
C  3.9003  -3.8149  -1.7598
C  1.6586  -0.9633  -1.2645
C  0.4556  -0.2554  -1.0702
C  -0.8376  -0.8959  -1.3326
C  -0.9868  -1.8237  -2.3899
C  -2.1889  -2.4918  -2.5955
C  -3.2932  -2.2033  -1.7729
C  -4.5961  -2.9467  -1.9279
C  -3.1636  -1.2775  -0.7257
C  -1.9777  -0.5688  -0.5695
H  2.5041  1.7102  -1.8789
H  3.9111  1.2896  -0.8705
H  4.0176  1.1329  -2.6130
H  4.7592  -1.1813  -2.1081
H  0.1273  -3.5115  -0.5444
H  1.1783  -5.7703  -1.1007
H  3.5979  -5.9457  -1.6434
H  4.9523  -3.8125  -2.0437
H  0.4824  0.8424  -1.1814
H  -0.1561  -1.9690  -3.0915
H  -2.2771  -3.2438  -3.3857
H  -5.3345  -2.5510  -1.2215
H  -5.0048  -2.8707  -2.9421
H  -4.4460  -4.0122  -1.7162
H  -3.9882  -1.0846  -0.0385
H  -1.8822  0.2379  0.1612
C  -1.9611  5.2385  1.3994
C  -1.1899  4.0573  1.9283
C  -0.8420  3.0468  1.0215
C  -0.1030  1.9375  1.4703
C  0.2354  1.8529  2.8312
C  -0.1380  2.8471  3.7381
C  -0.8350  3.9753  3.2961
C  -1.1720  5.0553  4.2858
N  0.8559  0.6183  2.9800
C  0.8833  0.0057  1.7609
N  0.3241  0.7691  0.8352
H  -2.1547  5.9841  2.1827
H  -1.4313  5.7599  0.5861
H  -2.9399  4.9590  0.9768
H  -1.1329  3.0697  -0.0385
H  0.1393  2.7187  4.7808
H  -0.7695  4.7546  5.2504
H  -0.7339  6.0188  4.0382
H  -2.2405  5.2068  4.4119
H  1.2378  0.2069  3.8222
H  1.3100  -0.9829  1.6279

Atom charges from the Löwdin analysis, given in e for atoms 1 to 5:
1. C 0.0126
2. C -0.2025
3. N 0.1624
4. C -0.1891
5. C -0.1051

---

# 2
36 unconnected molecules or ions with the total composition C5H81ClNO38S. Source: the OMol25 dataset; level of theory: the ωB97M-V functional and the def2-TZVPD basis.

**Spin multiplicity**: 1
**HOMO energy**: -12.22 eV
**Calculated total energy**: -4010.9533 a.u.
**Lowest unoccupied orbital energy**: -3.658 eV
**Net charge**: +1
**Largest force on an atom**: 1.71 eV Å⁻¹

Atoms and positions in Å:
O  3.4949  -1.3222  0.2987
O  3.1526  0.0488  0.4795
C  2.5688  0.4849  -0.7462
C  1.5468  1.5944  -0.5527
C  0.1150  1.1249  -0.7551
N  -0.1464  0.0768  0.2902
S  -1.9077  -0.2788  0.1697
C  0.3357  0.4597  1.7018
Cl  -1.0823  0.7115  2.7651
C  1.1520  1.7474  1.8187
O  1.6933  2.3127  0.6369
H  2.7088  -1.8425  0.5345
H  3.3688  0.8503  -1.3671
H  2.1432  -0.3338  -1.3038
H  1.7026  2.2899  -1.3528
H  -0.6022  1.9291  -0.7305
H  0.1153  0.6177  -1.6990
H  0.3194  -0.7897  0.0159
H  -1.9056  -1.6246  0.2305
H  0.8139  -0.3848  2.1368
H  0.5517  2.4950  2.3011
H  1.9692  1.5413  2.4942
O  0.5172  -2.5526  2.6747
H  1.1668  -3.1223  3.0988
H  -0.1587  -2.4402  3.3581
O  3.9594  4.2719  -0.6088
H  4.1700  4.8150  0.1564
H  3.8394  3.4011  -0.2197
O  -4.1918  1.8156  -1.3497
H  -3.5656  1.2720  -0.8579
H  -4.9459  1.9151  -0.7559
O  1.0543  -3.2892  -0.7059
H  0.6583  -3.3641  0.1732
H  0.9862  -4.1882  -1.0498
O  -4.8621  1.4546  -4.4789
H  -4.7190  1.9994  -3.6958
H  -5.0237  0.5653  -4.1275
O  1.0924  2.5091  5.4979
H  2.0377  2.5476  5.3048
H  0.7060  2.0194  4.7640
O  -6.5687  -1.0675  -4.0603
H  -7.0398  -1.5706  -3.3894
H  -7.2582  -0.8002  -4.6810
O  0.9628  1.9799  -3.4803
H  0.9133  2.8811  -3.8231
H  0.1155  1.5750  -3.7432
O  0.2818  4.7623  1.1261
H  -0.2283  4.4682  0.3591
H  1.0153  4.1401  1.1364
O  -4.2860  -1.1863  -2.0397
H  -4.1288  -0.2529  -1.8561
H  -3.5164  -1.4804  -2.5409
O  -2.0107  3.4561  0.2559
H  -2.6843  3.9932  -0.1788
H  -2.3176  3.3757  1.1662
O  -2.5018  -4.0233  1.0424
H  -2.9591  -4.5375  1.7201
H  -3.2191  -3.7797  0.4471
O  1.7700  -2.2081  5.3212
H  2.0723  -1.3226  5.0757
H  2.5337  -2.7694  5.1499
O  3.9180  0.3155  3.6002
H  3.8654  0.2168  2.6409
H  4.6589  -0.2412  3.8632
O  -1.0777  -3.4954  4.9377
H  -0.6604  -2.8666  5.5466
H  -0.8519  -4.3546  5.3059
O  0.0241  4.5390  -2.3545
H  0.3960  5.3534  -1.9872
H  0.4365  3.8459  -1.8298
O  -8.4265  -2.3276  -5.9533
H  -8.9386  -2.4429  -6.7670
H  -7.7606  -3.0244  -5.9847
O  5.2992  3.5094  1.7731
H  5.8256  4.1905  2.2039
H  5.5918  2.7026  2.2109
O  -11.1840  -2.6733  -6.4992
H  -11.0981  -2.1507  -5.6950
H  -11.3339  -3.5710  -6.1852
O  2.2294  -0.7850  -3.6405
H  2.5375  0.0886  -3.9122
H  2.9593  -1.3799  -3.8484
O  -7.1322  -1.1273  -8.3377
H  -7.6984  -0.4417  -8.7145
H  -7.5049  -1.2997  -7.4632
O  -8.8598  1.3818  -9.7910
H  -8.3066  1.4642  -10.5754
H  -8.5873  2.1136  -9.2272
O  5.8752  -3.0245  1.3392
H  5.1361  -2.5688  0.9209
H  6.0506  -3.7827  0.7691
O  7.5113  2.4972  3.2810
H  8.0034  2.5272  2.4527
H  7.8760  3.2203  3.8068
O  -5.0097  -5.2558  1.5059
H  -5.6393  -4.6153  1.1560
H  -5.3456  -5.4486  2.3891
O  -1.8518  1.3436  -3.7935
H  -2.3105  0.8686  -3.0959
H  -2.5657  1.6205  -4.3875
O  7.0805  -5.7117  2.4285
H  7.3905  -4.8060  2.5388
H  7.7739  -6.1470  1.9214
O  6.1793  -0.9909  -1.0935
H  6.7906  -1.5685  -0.6225
H  5.4817  -0.8139  -0.4544
O  6.0225  3.6571  5.4791
H  5.6213  3.5591  6.3486
H  6.0051  2.7695  5.1025
O  6.3634  -0.9630  -4.3472
H  5.8299  -0.2423  -4.6953
H  6.1139  -1.0371  -3.4186
O  -1.4510  7.1718  -2.0475
H  -1.1998  6.3096  -2.3943
H  -1.0554  7.8106  -2.6494
O  -1.2170  -4.6960  -1.8734
H  -1.7548  -4.0132  -2.2832
H  -1.5837  -4.7915  -0.9851
O  0.3552  0.3210  7.3898
H  0.4237  -0.5172  6.9164
H  0.6513  1.0044  6.7679
O  -0.4068  -2.4573  7.5470
H  0.1951  -3.0070  8.0591
H  -1.1803  -2.3363  8.1095
O  3.2723  0.0013  6.6431
H  3.9125  -0.5386  7.1184
H  2.5609  0.1407  7.2825

Atom charges from the Löwdin analysis, given in e for atoms 1 to 5:
1. O -0.0256
2. O -0.1206
3. C -0.1036
4. C -0.2899
5. C -0.1164

---

# 3
C12H16N2O3 in the gas phase. Source: the OMol25 dataset; level of theory: the ωB97M-V functional and the def2-TZVPD basis.

**Structure (SMILES)**: C[C@H](N)C(=O)N[C@@H](Cc1ccccc1)C(=O)O
**Spin multiplicity**: 1
**HOMO energy**: -9.21 eV
**Calculated total energy**: -802.1253 a.u.
**Lowest unoccupied orbital energy**: 0.449 eV
**Net charge**: 0
**Largest force on an atom**: 3.18 eV Å⁻¹

Atoms and positions in Å:
C  4.4648  1.3201  -0.9781
C  3.2587  0.6958  -1.7548
N  3.1998  1.3705  -3.0476
C  1.9953  0.8236  -0.9246
O  1.4265  1.8833  -0.8136
N  1.4808  -0.2838  -0.4022
C  0.2827  -0.2773  0.4009
C  -1.0096  -0.3342  -0.4570
C  -2.2701  -0.3010  0.3514
C  -2.9451  -1.4904  0.7573
C  -4.0700  -1.4553  1.5704
C  -4.5861  -0.2521  1.9873
C  -3.9882  0.9399  1.5372
C  -2.8148  0.8793  0.7846
C  0.3213  -1.3902  1.4095
O  0.2891  -1.2184  2.6328
O  0.5531  -2.6120  0.8862
H  5.3743  1.0694  -1.5633
H  4.2749  2.4190  -1.0370
H  4.5112  1.0133  0.0339
H  3.4520  -0.3559  -1.8706
H  2.6370  0.8690  -3.7134
H  2.7388  2.2582  -2.8895
H  1.9364  -1.1909  -0.4264
H  0.2456  0.6137  1.0012
H  -1.0056  0.6445  -1.0074
H  -1.0784  -1.0615  -1.2204
H  -2.4779  -2.5140  0.4661
H  -4.5506  -2.3897  1.8386
H  -5.4531  -0.1853  2.5997
H  -4.4035  1.9281  1.7984
H  -2.3253  1.7940  0.4482
H  0.5362  -3.2096  1.6022

Atom charges from the Löwdin analysis, given in e for atoms 1 to 5:
1. C -0.0389
2. C -0.3713
3. N 0.0534
4. C -0.4900
5. O 0.0784

---

# 4
A molecular structure, CH2N2OS2. Source: the OMol25 dataset; level of theory: the ωB97M-V functional and the def2-TZVPD basis.

**Spin multiplicity**: 3
**HOMO energy (alpha / beta)**: -7.07 / -9.55 eV
**Calculated total energy**: -1020.1960 a.u.
**Lowest unoccupied orbital energy (alpha / beta)**: 0.655 / -1.993 eV
**Net charge**: 0
**Largest force on an atom**: 4.11 eV Å⁻¹

Atoms and positions in Å:
C  -0.5787  0.0643  -0.4444
N  2.5093  0.0082  0.1910
N  1.6750  -0.4359  0.7529
O  3.4046  0.4478  -0.3612
S  -1.7831  -0.9907  0.1844
S  -1.0966  1.6773  -0.2436
H  -1.6859  -2.3464  -0.1984
H  -2.4445  1.5754  0.1192

Atom charges from the Löwdin analysis, given in e for atoms 1 to 5:
1. C -0.9893
2. N -0.3135
3. N 0.2304
4. O 0.1254
5. S 0.5793

---

# 5
C4H6ClNOS in the gas phase. Source: the OMol25 dataset; level of theory: the ωB97M-V functional and the def2-TZVPD basis.

**Structure (SMILES)**: CN1SC=C[C@]1(O)Cl
**Spin multiplicity**: 1
**HOMO energy**: -8.13 eV
**Calculated total energy**: -1144.3397 a.u.
**Lowest unoccupied orbital energy**: 0.599 eV
**Net charge**: 0
**Largest force on an atom**: 3.26 eV Å⁻¹

Atoms and positions in Å:
C  -0.7461  -1.6578  -0.4308
N  -0.0948  -0.3887  -0.5461
S  1.0914  -0.2976  -1.7450
C  1.6459  1.2324  -1.0850
C  1.1011  1.4582  0.1122
C  0.1292  0.4610  0.5576
O  -0.9465  0.9618  1.0980
Cl  1.1454  -0.3819  2.0090
H  -0.6607  -2.2944  -1.2960
H  -0.5400  -2.2060  0.4802
H  -1.8412  -1.3880  -0.2679
H  2.1843  1.9632  -1.6787
H  1.2169  2.3327  0.7258
H  -1.6357  0.3178  0.9522

Atom charges from the Löwdin analysis, given in e for atoms 1 to 5:
1. C -0.1334
2. N -0.4726
3. S 0.9770
4. C -0.3540
5. C -0.1909

---

# 6
A molecular structure, C11H27NP2Y. Source: the OMol25 dataset; level of theory: the ωB97M-V functional and the def2-TZVPD basis.

**Spin multiplicity**: 1
**HOMO energy**: -11.04 eV
**Calculated total energy**: -1210.8040 a.u.
**Lowest unoccupied orbital energy**: -3.324 eV
**Net charge**: +1
**Largest force on an atom**: 2.12 eV Å⁻¹

Atoms and positions in Å:
Y  0.3820  -0.1800  0.2476
H  2.7825  -1.0189  1.3631
H  2.2843  -1.4102  1.7938
P  1.5267  1.2041  -1.7601
P  -1.7408  -1.5110  1.2548
C  -2.6282  -0.6398  2.5724
H  -3.4296  -1.2567  3.0107
H  -1.9302  -0.3086  3.3543
H  -3.0401  0.2857  2.1465
C  -2.9738  -2.1964  0.1011
H  -2.4334  -2.7593  -0.6805
H  -3.7206  -2.8330  0.6196
H  -3.4432  -1.3321  -0.4040
C  -0.9402  -2.9460  2.0548
H  -0.2268  -2.5989  2.8152
H  -1.6673  -3.6417  2.5103
H  -0.3253  -3.4747  1.3147
C  0.7802  1.1521  -3.4189
H  1.4236  1.6402  -4.1798
H  0.5845  0.0948  -3.6705
H  -0.2077  1.6403  -3.3308
C  1.8843  2.9316  -1.3507
H  2.4226  3.0114  -0.3961
H  2.4508  3.4365  -2.1489
H  0.9274  3.4412  -1.1794
C  3.1517  0.3756  -1.9136
H  2.9931  -0.6989  -2.0811
H  3.7727  0.8003  -2.7235
H  3.6906  0.4346  -0.9559
H  0.2177  -1.4962  -1.1484
H  -1.1601  0.7501  -0.5426
C  0.9809  3.4491  3.7802
C  -0.3098  3.3268  3.2387
C  -0.5086  2.3840  2.2257
N  0.5201  1.5851  1.7955
C  1.7801  1.7555  2.2918
C  2.0502  2.6704  3.3137
H  1.1611  4.1698  4.5760
H  -1.1854  3.8896  3.5439
H  -1.4349  2.1563  1.6747
H  2.4994  1.0617  1.8227
H  3.0737  2.6960  3.6845

Atom charges from the Löwdin analysis, given in e for atoms 1 to 5:
1. Y 0.6065
2. H 0.0685
3. H 0.0777
4. P 0.6387
5. P 0.6395